[1]
Here is C54H40N12NiO3P2Se as an isolated structure at a distorted geometry from OMol25. Energies are from the ωB97M-V functional and the def2-TZVPD basis.

Its multiplicity is 3. As for the total energy: -7556.62115 Ha. The total charge is -2. Its strongest force on any atom is 4.62 eV/Å. The energy relative to the best compared isomer or geometry (same formula, charge and spin) comes out at 216.4 kcal/mol. Its expectation value of S² is 2.470. For the orbital gap (alpha / beta), the calculation gives 3.802 / 3.613 eV. As for the highest occupied orbital energy (alpha / beta): -0.95 / -0.75 eV.

Last column: Mulliken charge in e.
Geometry (Å):
Ni1 -0.204 -0.649 2.139  -0.29
N1 1.036 -2.899 4.244  -0.17
C1 1.385 -3.015 2.918  0.14
N2 3.454 -3.697 1.929  -0.60
N3 1.651 -4.742 1.043  -1.00
N4 1.239 -3.742 0.313  1.54
N5 0.819 -2.230 2.002  0.54
C2 0.799 -1.574 4.689  0.12
N6 0.897 -1.382 5.963  -0.61
N7 0.784 -0.059 6.155  -0.80
N8 0.597 0.521 4.988  0.13
N9 0.423 -0.481 4.048  -0.07
H1 1.464 -3.469 5.000  0.38
O1 1.348 -1.936 -3.382  0.20
C3 1.960 -3.246 -3.322  0.28
C4 2.918 -3.537 -4.315  -0.25
C5 3.768 -4.585 -4.134  -0.46
C6 3.619 -5.355 -3.004  -0.72
C7 2.650 -5.062 -2.056  -0.84
C8 1.624 -4.124 -2.326  0.29
P1 0.234 -3.943 -1.265  0.69
C9 -0.466 -5.644 -1.234  0.32
C10 -0.643 -6.226 -2.461  -0.51
C11 -1.454 -7.344 -2.619  -0.47
C12 -1.999 -7.991 -1.531  -0.52
C13 -1.749 -7.452 -0.252  -0.48
C14 -0.937 -6.292 -0.106  -0.49
C15 1.273 -2.416 0.717  -0.85
C16 2.159 -4.183 2.351  0.33
C17 4.248 -2.661 1.920  -0.28
C18 4.019 -1.261 1.498  -0.97
C19 3.131 -0.852 0.497  -1.10
C20 1.892 -1.382 0.084  0.23
C21 0.584 -1.575 -4.487  0.22
C22 0.403 -2.488 -5.565  -0.63
C23 -0.029 -2.082 -6.834  -0.76
C24 -0.493 -0.769 -6.950  -0.88
C25 -0.528 0.070 -5.818  -0.35
C26 0.110 -0.271 -4.626  0.30
P2 0.487 0.846 -3.085  0.13
C27 -1.092 0.793 -2.200  0.43
C28 -1.156 0.523 -0.752  0.53
C29 -1.846 -0.716 -0.531  -0.27
C30 -2.792 -1.248 -1.433  -0.65
C31 -3.089 -0.622 -2.659  -0.78
C32 -2.230 0.420 -2.962  -0.19
C33 0.713 2.489 -3.648  0.63
C34 1.033 3.346 -2.611  -0.48
C35 1.510 4.625 -2.868  -0.55
C36 1.467 5.124 -4.125  -0.55
C37 1.002 4.337 -5.185  -0.92
C38 0.526 2.969 -5.007  -0.46
H2 3.072 -2.855 -5.155  0.45
H3 4.582 -4.787 -4.901  0.28
H4 4.337 -6.191 -2.809  0.31
H5 2.517 -5.771 -1.217  0.29
H6 -0.239 -5.665 -3.319  0.18
H7 -1.577 -7.826 -3.598  0.32
H8 -2.660 -8.843 -1.708  0.33
H9 -2.160 -7.951 0.603  0.40
H10 -0.937 -5.855 0.864  0.36
H11 2.270 -4.976 3.093  0.41
H12 5.253 -2.885 2.197  0.41
H13 4.703 -0.454 1.819  0.27
H14 3.460 -0.068 -0.190  0.37
H15 1.327 -0.964 -0.782  0.58
H16 0.603 -3.526 -5.399  0.46
H17 0.139 -2.732 -7.694  0.37
H18 -0.741 -0.320 -7.895  0.39
H19 -1.005 0.992 -5.927  0.68
H20 -0.279 2.391 0.044  -0.06
H21 -1.754 -1.209 0.470  0.35
H22 -3.368 -2.084 -1.080  0.46
H23 -3.995 -0.854 -3.204  0.41
H24 -2.379 1.004 -3.898  0.33
H25 1.042 2.900 -1.593  0.16
H26 1.853 5.252 -2.057  0.45
H27 1.977 6.102 -4.329  0.27
H28 1.067 4.646 -6.197  0.45
H29 0.727 2.235 -5.788  0.70
Se1 -1.223 3.961 -5.651  -0.22
C39 -0.788 1.383 0.283  -0.54
N10 -0.990 0.966 1.564  -0.12
O2 -3.606 1.023 2.965  -0.67
C40 -2.731 1.838 3.119  -0.01
N11 -2.622 2.888 4.053  -0.27
C41 -1.601 3.919 3.754  3.28
C42 -0.732 3.087 2.741  -0.39
O3 0.380 3.343 2.285  -0.72
N12 -1.460 1.969 2.423  0.36
C43 -0.853 4.311 5.047  -0.11
C44 0.412 3.749 5.303  -0.31
C45 0.949 3.858 6.585  -0.56
C46 0.206 4.453 7.632  -0.56
C47 -0.952 5.168 7.325  -0.49
C48 -1.502 5.087 6.056  -0.82
C49 -2.320 5.173 3.136  -0.63
C50 -1.573 6.114 2.380  -0.03
C51 -2.171 7.251 1.769  -0.75
C52 -3.565 7.440 1.908  -0.42
C53 -4.269 6.529 2.709  -0.64
C54 -3.719 5.362 3.163  -0.08
H30 -3.449 2.999 4.637  0.37
H31 0.967 3.202 4.595  0.40
H32 1.942 3.421 6.710  0.33
H33 0.464 4.164 8.675  0.30
H34 -1.337 5.850 8.051  0.39
H35 -2.401 5.590 5.840  0.45
H36 -0.488 5.956 2.251  0.39
H37 -1.505 7.845 1.166  0.39
H38 -4.062 8.277 1.432  0.38
H39 -5.318 6.713 2.964  0.34
H40 -4.438 4.544 3.632  0.09

=====

[2]
Here is C54H44ClInN6O9S4 as an isolated structure from OMol25. Energies are from the ωB97M-V functional and the def2-TZVPD basis.

As for the total energy: -5332.74784 Ha. The total charge is -2. Its strongest force on any atom is 0.69 eV/Å. The energy relative to the best compared isomer or geometry (same formula, charge and spin) comes out at 86.7 kcal/mol. For the orbital gap, the calculation gives 6.093 eV. As for the highest occupied orbital energy: -2.93 eV.

Last column: Mulliken charge in e.
Geometry (Å):
In1 0.064 0.033 0.529  0.84
C1 4.345 0.221 -2.432  -1.60
C2 3.185 0.620 -1.559  -0.22
N1 2.472 -0.206 -0.908  1.03
N2 2.810 -1.542 -1.018  -0.86
C3 2.521 -2.170 0.064  0.31
S1 1.803 -1.531 1.521  -0.26
S2 2.913 -3.897 0.166  -0.16
C4 4.165 -4.060 -1.145  -0.91
C5 5.578 -3.870 -0.660  0.81
C6 5.942 -2.737 0.067  0.06
C7 7.244 -2.572 0.511  -0.86
C8 8.208 -3.538 0.239  -0.40
C9 7.854 -4.669 -0.480  -0.53
C10 6.547 -4.831 -0.924  -0.63
C11 3.018 2.058 -1.118  0.85
C12 3.654 3.206 -1.955  -0.97
C13 3.456 5.080 -0.794  0.07
C14 2.777 5.143 0.536  -1.22
C15 1.960 4.261 1.125  -0.74
C16 1.475 2.922 0.667  0.94
O1 0.973 2.166 1.487  -0.61
H1 4.885 -0.604 -1.970  0.26
H2 3.983 -0.131 -3.401  0.22
H3 5.031 1.051 -2.588  0.49
H4 4.026 -5.050 -1.576  0.53
H5 3.891 -3.312 -1.889  0.25
H6 5.195 -1.988 0.300  0.38
H7 7.505 -1.691 1.084  0.40
H8 9.224 -3.410 0.590  0.36
H9 8.592 -5.433 -0.690  0.36
H10 6.274 -5.717 -1.485  0.36
H11 4.053 2.908 -2.922  0.53
H12 3.823 6.070 -1.064  0.56
H13 2.995 6.032 1.122  0.36
H14 1.646 4.478 2.143  0.45
C17 -3.902 -0.816 -1.402  -1.14
C18 -3.907 0.186 -2.368  -0.91
C19 -2.881 1.117 -2.403  0.26
C20 -1.844 1.047 -1.471  0.31
C21 -1.816 0.019 -0.532  0.88
C22 -2.852 -0.908 -0.498  -0.98
C23 -0.759 2.067 -1.446  0.04
C24 -1.016 3.373 -1.815  -0.82
C25 0.114 4.214 -2.009  -1.91
C26 1.341 3.800 -1.641  -0.09
C27 2.653 4.377 -1.964  -0.82
C28 4.585 3.962 -0.975  0.43
C29 4.757 3.056 0.195  -1.52
C30 3.873 2.072 0.161  -0.57
C31 1.507 2.538 -0.835  1.67
N3 0.451 1.593 -1.088  -0.16
H15 -4.713 -1.534 -1.364  0.45
H16 -4.705 0.231 -3.100  0.34
H17 -2.862 1.881 -3.172  0.47
H18 -2.843 -1.698 0.241  0.48
H19 -2.018 3.692 -2.066  0.67
H20 0.001 5.165 -2.525  0.43
H21 2.650 4.987 -2.867  0.52
H22 5.516 4.365 -1.373  0.48
H23 5.440 3.260 1.011  0.36
H24 3.728 1.308 0.916  0.41
O2 -1.713 -1.486 4.357  -0.80
Cl1 -1.609 -0.914 3.044  1.81
O3 -2.829 -0.257 2.671  -0.55
O4 -0.495 0.070 3.011  -0.71
O5 -1.290 -1.950 2.081  -0.54
O6 -1.855 2.351 1.261  -0.35
S3 -1.541 3.787 1.486  0.93
C32 -1.315 4.027 3.282  -1.61
C33 -2.499 3.784 4.161  0.38
C34 -3.117 4.837 4.829  -0.45
C35 -4.196 4.603 5.671  -0.59
C36 -4.673 3.310 5.841  -0.38
C37 -4.069 2.257 5.165  -0.65
C38 -2.983 2.491 4.336  0.17
C39 -3.124 4.687 1.193  -1.79
C40 -4.350 3.849 1.415  0.09
C41 -5.283 4.186 2.390  -0.24
C42 -6.399 3.392 2.609  -0.68
C43 -6.594 2.246 1.850  -0.53
C44 -5.674 1.906 0.867  -0.56
C45 -4.561 2.704 0.644  0.59
H25 -0.929 5.044 3.389  0.62
H26 -0.512 3.308 3.470  0.36
H27 -2.746 5.849 4.697  0.34
H28 -4.663 5.429 6.194  0.35
H29 -5.513 3.125 6.501  0.40
H30 -4.430 1.243 5.285  0.50
H31 -2.513 1.675 3.804  0.23
H32 -3.025 4.965 0.142  0.62
H33 -3.108 5.593 1.803  0.55
H34 -5.131 5.076 2.990  0.44
H35 -7.106 3.661 3.385  0.37
H36 -7.462 1.621 2.021  0.39
H37 -5.807 1.009 0.276  0.43
H38 -3.845 2.420 -0.115  0.17
O7 2.185 -8.176 -7.245  -0.70
S4 1.423 -6.941 -7.216  1.18
O8 2.222 -5.735 -7.210  -0.68
O9 0.276 -6.910 -8.111  -0.70
C46 0.592 -6.970 -5.591  0.13
N4 -0.033 -8.110 -5.277  -0.53
C47 -0.738 -8.095 -4.156  -0.32
C48 -0.834 -6.983 -3.338  -0.66
C49 -0.113 -5.864 -3.727  0.23
N5 0.593 -5.863 -4.857  -0.38
C50 -0.093 -4.611 -2.919  1.32
C51 -0.468 -4.589 -1.582  -0.98
C52 -0.429 -3.391 -0.887  -0.65
N6 -0.051 -2.241 -1.442  0.68
C53 0.313 -2.266 -2.723  -0.83
C54 0.312 -3.413 -3.497  -0.84
H39 -1.254 -9.016 -3.899  0.40
H40 -1.452 -6.992 -2.451  0.36
H41 -0.758 -5.491 -1.061  0.29
H42 -0.704 -3.347 0.162  0.44
H43 0.628 -1.314 -3.138  0.55
H44 0.624 -3.402 -4.533  0.61